(1)
Formula: C5H8N2
Source: OMol25
Level of theory: wB97M-V/def2-TZVPD

```
15
Properties=species:S:1:pos:R:3:mulliken_charge:R:1
C -0.8717 1.1014 -0.7921 -1.403
C -0.0676 0.0279 -0.0503 1.635
C 1.3131 -0.3130 -0.6472 -1.625
C -0.7406 -1.3273 0.1751 -0.411
N -0.8012 -1.5900 1.4363 -0.393
N -0.3773 -0.4122 2.2330 -0.385
C 0.0797 0.4063 1.3995 -0.415
H -1.7614 1.2366 -0.1293 0.371
H -0.9827 0.7455 -1.8410 0.367
H -0.2897 2.0313 -0.7516 0.354
H 1.7757 -1.1506 -0.0971 0.391
H 1.1705 -0.5358 -1.6395 0.459
H 1.9878 0.5479 -0.5606 0.368
H -0.9502 -2.1766 -0.5915 0.346
H 0.5155 1.4085 1.8564 0.341
```

## Properties
E	-304.7537	hartree
SMILES	CC1(C)C=NN=C1
total charge	0
gap between HOMO and LUMO	10.9	eV
energy above the lowest of the compared OMol25 structures with the same formula, charge and spin	51.3	kcal/mol

(2)
Formula: C4H8O2
Source: OMol25
Level of theory: wB97M-V/def2-TZVPD

```
14
Properties=species:S:1:pos:R:3:mulliken_charge:R:1
C 1.2358 0.6230 1.2059 -1.259
C 0.1745 -0.3423 0.4076 0.309
O -0.9761 -0.7631 1.1245 -0.520
C -0.3708 0.3465 -0.8495 -0.606
C -1.1872 -0.4590 -1.8521 -0.012
O -1.0359 -0.3838 -3.0519 -0.482
H 1.7373 0.1505 2.0848 0.344
H 2.0827 0.9853 0.5738 0.337
H 0.6522 1.4622 1.5500 0.330
H 0.9893 -1.0352 0.3008 0.248
H -0.7544 -1.4278 1.7856 0.327
H 0.4620 0.8047 -1.3785 0.316
H -1.0354 1.1480 -0.4799 0.314
H -1.9739 -1.1090 -1.4209 0.354
```

## Properties
E	-307.6450	hartree
SMILES	C[C@@H](O)CC=O
total charge	0
gap between HOMO and LUMO	10.3	eV
energy above the lowest of the compared OMol25 structures with the same formula, charge and spin	42.3	kcal/mol

(3)
Formula: H9N3Si2
Source: OMol25
Level of theory: wB97M-V/def2-TZVPD

```
14
Properties=species:S:1:pos:R:3:mulliken_charge:R:1
N -0.9850 -1.4685 -0.8437 -0.435
Si -0.3989 -0.0645 0.0030 0.209
N -1.2228 -0.1589 1.5085 -0.487
N -0.8109 1.4626 -0.7326 -0.550
Si 2.3178 0.1366 0.0372 0.326
H -0.8750 -2.3833 -0.4994 0.170
H -1.5970 -1.4136 -1.6083 0.208
H -0.8987 -0.8223 2.1683 0.198
H -1.5326 0.6786 1.9562 0.230
H -1.6766 1.7969 -0.3339 0.244
H -0.7866 1.4608 -1.7438 0.231
H 2.7967 -0.2600 -1.2619 -0.124
H 2.6095 1.6473 0.3540 -0.080
H 3.0601 -0.6117 0.9964 -0.139
```

## Properties
E	-748.6858	hartree
SMILES	N[Si](N)(N)[SiH3]
total charge	0
gap between HOMO and LUMO	9.2	eV
energy above the lowest of the compared OMol25 structures with the same formula, charge and spin	24.8	kcal/mol

(4)
Formula: C26H40Cl3N4O13P2Ti
Source: OMol25
Level of theory: wB97M-V/def2-TZVPD

```
89
Properties=species:S:1:pos:R:3:mulliken_charge:R:1
Ti 1.6240 0.7302 -0.3459 -0.862
O 2.6986 2.1305 6.0247 -0.708
C 3.7454 1.9490 5.3520 0.205
O 4.9260 1.7646 5.6919 -0.732
C 3.4586 1.8541 3.8356 0.266
C 4.1461 0.9500 3.0510 -1.069
C 3.6977 0.6626 1.7774 -0.413
N 2.5891 1.2204 1.2825 1.868
C 1.9373 2.1519 2.0255 -0.462
C 2.3662 2.5103 3.2714 -0.847
C 0.5680 2.4343 1.5129 0.767
O -0.2064 3.2032 1.9931 -0.768
O 0.2379 1.6281 0.5100 1.021
H 5.0270 0.4710 3.4568 0.513
H 4.2116 -0.0239 1.1256 0.593
H 1.7924 3.2316 3.8362 0.599
C -0.1595 0.7990 4.5426 -1.448
C 0.3506 -0.2616 3.5994 1.628
C 0.5912 -1.5894 4.2916 -1.567
O -0.6558 -0.4130 2.5149 -0.551
P -0.3387 -1.0537 1.1244 0.438
O 1.0858 -1.0215 0.6469 -1.444
C -1.6104 -0.3293 0.0029 -0.359
P -0.8873 -0.5493 -1.6734 0.503
O 0.5159 -0.0994 -1.9216 -0.864
O -0.8540 -2.1535 -1.5075 0.739
C -0.0401 -2.9077 -2.4540 0.696
C 1.2855 -3.2698 -1.8168 -1.096
C -0.8362 -4.1247 -2.8758 -1.544
O -1.9218 -0.3911 -2.8315 0.129
C -3.1711 -1.1009 -2.9322 1.286
C -3.3730 -1.3930 -4.4054 -1.621
C -4.2929 -0.2433 -2.3696 -1.441
O -0.6584 -2.5922 1.2968 -0.003
C -1.8205 -3.1677 1.9254 0.828
C -1.3342 -4.3510 2.7389 -1.494
C -2.8151 -3.6210 0.8663 -1.127
H 0.6511 1.1346 5.1981 0.302
H -0.9804 0.4035 5.1477 0.473
H -0.5209 1.6605 3.9799 0.269
H 1.2828 0.0438 3.1363 -0.603
H -0.3319 -1.9632 4.7411 0.330
H 1.3288 -1.4289 5.0795 0.572
H 0.9867 -2.3185 3.5803 0.250
H -1.8052 0.7018 0.2456 0.011
H -2.5148 -0.9308 0.0634 0.842
H 0.1429 -2.2769 -3.3277 0.393
H 1.1120 -3.7802 -0.8653 0.054
H 1.8692 -2.3737 -1.6224 -0.016
H 1.8481 -3.9238 -2.4852 0.606
H -1.0326 -4.7653 -2.0115 0.280
H -0.2794 -4.6922 -3.6226 0.433
H -1.7929 -3.8212 -3.3086 0.262
H -3.1076 -2.0343 -2.3676 -0.122
H -3.4538 -0.4487 -4.9472 0.350
H -4.2758 -1.9877 -4.5561 0.400
H -2.5090 -1.9303 -4.8005 0.374
H -4.3395 0.7027 -2.9123 0.300
H -4.1203 -0.0174 -1.3151 0.253
H -5.2448 -0.7672 -2.4684 0.446
H -2.2787 -2.4267 2.5860 0.325
H -0.7581 -5.0185 2.0946 0.261
H -2.1832 -4.8997 3.1509 0.441
H -0.6929 -4.0184 3.5545 0.312
H -2.3239 -4.3297 0.1959 0.106
H -3.1834 -2.7868 0.2689 0.236
H -3.6657 -4.1090 1.3449 0.545
C 0.3770 5.3306 -1.7066 -0.794
N -0.3309 4.1822 -2.2453 0.011
C 0.1049 3.5857 -3.4874 0.039
C -0.5095 2.1972 -3.4028 0.244
O -0.4698 1.3961 -4.3069 -0.634
N -1.1688 2.0736 -2.1624 -0.126
C -1.0192 3.2492 -1.5576 0.154
N -1.7126 3.5877 -0.4481 -0.476
H 1.4364 5.0903 -1.5829 0.240
H -0.0264 5.6247 -0.7388 0.295
H 0.2790 6.1700 -2.3943 0.314
H 1.1879 3.5205 -3.5564 -0.451
H -0.2817 4.1321 -4.3506 0.437
H -1.9689 2.8095 0.1307 0.329
H -1.3313 4.3246 0.1199 0.268
Cl 5.1789 0.7190 -3.4251 -0.223
C 3.8375 1.6984 -3.0308 0.255
Cl 4.6573 2.6609 -0.3090 -0.607
Cl 3.7958 3.2730 -3.7043 -0.239
C 3.0864 1.4041 -1.9009 0.218
O 2.0308 2.1309 -1.5299 0.061
O 3.1408 0.2083 -1.3304 -0.662
```

## Properties
E	-5125.1039	hartree
total charge	-1
gap between HOMO and LUMO (spin up / spin down)	5.5 / 5.4	eV

(5)
Formula: C6H6O
Source: OMol25
Level of theory: wB97M-V/def2-TZVPD

```
13
Properties=species:S:1:pos:R:3:mulliken_charge:R:1
O 0.0351 -1.8221 1.6867 -0.542
C 0.4359 -1.0758 0.5705 0.195
C -0.8331 -0.6351 -0.2840 -0.341
C -0.4886 0.6287 -0.9078 0.167
C -0.2010 1.7661 -1.3841 -0.358
C 1.1522 0.1782 0.8432 -0.350
C 1.5598 1.3281 0.6219 -0.692
H -0.0147 -1.1987 2.4239 0.400
H 1.0297 -1.7450 -0.0614 0.270
H -1.6819 -0.5041 0.3962 0.248
H -1.0954 -1.3949 -1.0319 0.299
H -0.5950 2.3505 -2.2066 0.337
H 0.6969 2.1240 -0.6666 0.366
```

## Properties
E	-307.1829	hartree
total charge	0
gap between HOMO and LUMO	7.5	eV
energy above the lowest of the compared OMol25 structures with the same formula, charge and spin	176.0	kcal/mol

(6)
Formula: C4H9N5
Source: OMol25
Level of theory: wB97M-V/def2-TZVPD

```
18
Properties=species:S:1:pos:R:3:mulliken_charge:R:1
N -1.2770 1.4528 -1.2221 -0.732
N -0.7819 0.7482 -0.0128 0.210
C 0.3866 1.3774 0.3776 -0.101
N 1.3098 1.2760 1.3062 -0.541
C 1.3443 -0.0207 1.8435 -0.066
N 1.2199 -1.2831 1.4730 -0.626
N 1.2790 -1.4776 0.0639 -0.206
C -0.0435 -1.5479 -0.6777 -0.100
C -1.0535 -0.7541 -0.1019 -0.778
H -0.4622 1.4537 -1.9263 0.266
H -1.4023 2.5368 -1.1981 0.320
H 0.6765 2.2185 -0.2439 0.392
H 1.3115 0.0831 2.8653 0.418
H 1.9393 -0.6820 -0.1420 0.400
H -0.0693 -0.9933 -1.8449 0.216
H -0.5375 -2.5616 -0.4925 0.240
H -1.8537 -0.7868 -0.8712 0.442
H -1.9859 -1.0395 0.8040 0.246
```

## Properties
E	-431.3421	hartree
SMILES	NN1/C=N\C=N/NCC1
total charge	0
gap between HOMO and LUMO	8.8	eV
energy above the lowest of the compared OMol25 structures with the same formula, charge and spin	166.4	kcal/mol

(7)
Formula: C7H10
Source: OMol25
Level of theory: wB97M-V/def2-TZVPD

```
17
Properties=species:S:1:pos:R:3:mulliken_charge:R:1
C -0.7012 -0.0194 -0.3889 1.216
C -1.2732 1.3847 -0.3858 -1.223
C -0.4570 -0.6186 -1.7600 -1.222
C 1.7313 0.0221 0.9942 -0.613
C 2.8774 0.4175 1.1028 -0.012
H 0.7585 0.1571 0.2206 0.118
H -0.6216 2.0546 -0.9513 0.324
H -2.2579 1.4039 -0.8620 0.369
H -1.3955 -0.7172 -2.3134 0.369
H 0.0019 -1.6040 -1.6874 0.344
H 0.2002 0.0328 -2.3404 0.324
H -1.3766 1.7704 0.6278 0.345
H 3.8807 0.7518 1.2043 0.417
C -0.9378 -0.8451 0.6740 -0.674
C -0.4973 -1.3827 1.7181 -0.721
H -0.7687 -2.0388 2.5205 0.383
H 0.8369 -0.7690 1.6269 0.258
```

## Properties
E	-272.4891	hartree
total charge	0
gap between HOMO and LUMO	9.3	eV
energy above the lowest of the compared OMol25 structures with the same formula, charge and spin	143.6	kcal/mol